144
Properties=species:S:1:pos:R:3:forces:R:3 method="wB97M-V/def2-TZVPD" e_homo_ev=-9.40 total_energy_ev=-149251.5510 smiles="CCCc1c(COO)c(C(F)(F)F)c(P(=O)(O)O)c2c1C(=O)c1c(CC(=O)I)cc(Cl)c(CCCCCCCCCCCOC)c1C2=O.O=C1C=C(O)C(=O)C=C1O.O=C1C=C(O)C(=O)C=C1O.O=C1C=C(O)C(=O)C=C1O.O=C1C=C(O)C(=O)C=C1O" gap_ha=0.2695 fmax_ev_per_a=6.2
C -0.419250 -9.307963 0.811974 1.0 -0.7 0.8
C -0.829871 -8.563095 2.175922 -1.0 -0.4 0.0
C -1.595906 -7.146643 1.958639 1.0 0.0 1.1
C -0.882528 -6.178700 0.903065 -0.2 1.3 -2.7
C 0.629246 -5.706689 1.002047 -1.4 1.1 -2.1
C 1.425765 -6.203445 2.289736 0.7 -0.5 0.2
O 0.696991 -5.969915 3.557204 0.0 -1.7 -2.5
O 0.939190 -4.656046 3.849422 -0.1 2.7 0.5
C 1.288614 -4.798078 -0.112593 -4.0 -0.7 0.3
C 2.814699 -4.363613 -0.118119 2.0 -0.7 -0.9
F 3.704532 -5.193089 0.632353 -2.4 1.8 -1.1
F 3.069882 -3.040346 0.295151 -0.7 -3.4 -1.3
F 3.295850 -4.637865 -1.459485 -1.2 1.3 3.0
C 0.361868 -4.280566 -1.291917 -2.4 -2.6 1.8
P 0.903145 -3.099865 -2.659079 3.4 4.0 -1.6
O 2.110435 -2.200683 -2.264249 -3.3 -3.1 -0.5
O -0.295618 -1.918064 -3.060857 1.4 -2.7 1.2
O 1.215223 -3.922919 -4.135095 -1.1 0.2 3.4
C -1.143347 -4.753220 -1.371630 1.1 -1.1 2.1
C -1.786146 -5.727754 -0.306571 4.1 1.4 0.2
C -3.290947 -6.177916 -0.547837 -2.1 -1.0 -0.6
O -3.761537 -7.336673 -0.488476 2.3 3.6 0.4
C -4.296262 -4.992783 -1.009694 -0.1 1.7 -0.8
C -5.737731 -4.874298 -0.460037 0.7 2.2 -2.4
C -6.374426 -5.901560 0.581360 0.3 0.1 -0.1
C -7.190697 -7.092945 -0.141983 3.1 -2.7 -3.3
O -6.648998 -7.902744 -0.943327 -2.7 4.0 3.9
I -9.342713 -7.338249 0.270523 0.9 0.3 0.0
C -6.609570 -3.695254 -0.969698 3.6 0.0 -1.5
C -5.989412 -2.690713 -2.000960 1.2 -2.8 1.5
Cl -7.140099 -1.350058 -2.547854 1.7 -1.8 0.6
C -4.513425 -2.812123 -2.551234 -1.4 -1.7 1.0
C -3.950754 -1.728760 -3.574593 -0.2 0.5 0.4
C -3.038800 -0.704764 -2.738580 0.6 0.2 0.6
C -3.833730 0.378998 -1.864712 -0.7 -0.1 0.7
C -3.211426 0.552145 -0.365717 0.4 -1.0 -0.7
C -1.815411 1.343626 -0.337061 -0.9 0.4 1.5
C -1.798752 2.747762 -1.117519 1.4 -0.1 -0.4
C -0.517209 2.691247 -2.130808 -0.2 0.5 0.8
C 0.826804 2.855904 -1.216241 0.0 -0.5 0.0
C 1.690702 1.486795 -1.120333 0.2 0.3 -0.3
C 2.959660 1.470190 -2.137396 -0.3 -0.8 0.4
C 3.937902 0.289239 -1.650178 -0.9 -0.3 -1.1
O 5.202163 0.760262 -1.098512 -0.7 -2.0 0.1
C 5.905037 -0.469200 -0.706892 0.5 0.3 0.3
C -3.655930 -4.003439 -2.066085 -3.3 0.2 1.8
C -2.147486 -4.318108 -2.563499 -0.2 0.2 -1.7
O -1.836728 -4.281375 -3.774574 -0.8 -0.1 4.5
H 0.670135 -9.681566 0.954786 -1.7 0.6 -0.4
H -0.430028 -8.658764 -0.125107 -0.2 -0.9 1.3
H -1.047989 -10.265669 0.703162 0.9 1.7 -0.2
H -1.609993 -9.244637 2.697086 1.3 1.2 -0.7
H 0.054873 -8.495502 2.894032 -1.3 0.1 -1.1
H -1.634814 -6.604114 2.983426 0.2 -0.8 -1.7
H -2.676199 -7.410401 1.718899 1.6 0.7 -0.3
H 2.419048 -5.689365 2.500134 -1.3 -0.5 -1.0
H 1.650473 -7.331285 2.201347 -0.6 1.8 0.2
H 0.308523 -4.087324 3.332835 0.4 -1.0 0.4
H -0.170573 -1.240685 -2.353122 0.1 -0.5 -0.7
H 1.319900 -4.894160 -3.948036 -0.2 1.2 -0.3
H -5.503007 -6.401866 1.141968 -1.5 0.6 -0.8
H -7.073512 -5.379509 1.331114 1.2 -0.7 -1.3
H -7.691721 -3.536793 -0.604759 2.0 -0.3 -0.7
H -3.361575 -2.178371 -4.454062 -0.8 0.4 1.7
H -4.808972 -1.120936 -4.035727 1.1 -1.1 0.8
H -2.437786 -1.350514 -1.984456 -0.8 1.1 -1.4
H -2.302594 -0.146192 -3.426022 -1.1 -1.1 0.9
H -3.937399 1.395954 -2.408902 0.3 -1.7 0.8
H -4.899295 -0.001150 -1.705538 1.3 0.5 -0.3
H -3.993005 0.930541 0.389025 1.2 -0.2 -1.3
H -2.972362 -0.534914 -0.031010 -0.5 1.7 -0.4
H -0.978704 0.623005 -0.648054 -1.2 1.3 0.1
H -1.606972 1.590083 0.778149 -0.2 -0.6 -1.7
H -2.772528 3.026342 -1.643406 1.3 -0.7 0.6
H -1.569703 3.614160 -0.386281 -0.5 -1.4 -1.1
H -0.472584 1.671808 -2.678052 -0.2 1.7 0.8
H -0.605558 3.532751 -2.903259 0.2 -1.2 1.0
H 1.492072 3.716526 -1.613988 -1.0 -1.5 0.6
H 0.519704 3.139682 -0.138434 0.4 -0.4 -1.8
H 1.035248 0.581768 -1.422035 1.0 1.4 0.5
H 2.036149 1.308399 -0.024271 -0.6 0.3 -2.3
H 2.584427 1.204173 -3.198450 0.6 0.5 1.7
H 3.490803 2.479091 -2.213762 -0.6 -1.4 0.4
H 3.346812 -0.359042 -0.893262 1.1 1.0 -1.0
H 4.156646 -0.419865 -2.541008 -0.2 1.1 1.4
H 6.083248 -1.130294 -1.640953 -0.4 0.9 1.6
H 6.913464 -0.183836 -0.248955 -1.4 -0.2 -0.8
H 5.302010 -1.023772 0.106615 0.8 0.7 -1.4
O 2.511001 2.552126 1.551787 0.4 0.3 0.4
C 2.733185 3.534378 2.236998 -0.7 -0.2 0.1
C 1.722799 4.120817 3.123505 0.1 -0.2 -0.3
C 2.001238 5.208146 3.845486 -1.3 0.1 0.6
O 1.073588 5.762490 4.675285 1.2 -0.1 -0.6
C 3.337591 5.864954 3.776585 0.8 0.3 -0.1
O 3.550520 6.868248 4.436714 -0.4 -0.3 0.0
C 4.355152 5.264738 2.908501 -0.2 0.2 0.3
C 4.078080 4.174485 2.188651 1.5 -0.3 -0.8
O 5.020056 3.603770 1.378491 -1.4 0.0 1.2
H 0.756495 3.635863 3.162444 0.0 0.0 0.0
H 1.516126 6.534398 5.080346 -0.1 -0.1 0.0
H 5.326369 5.741499 2.881338 0.0 0.0 0.0
H 4.578648 2.833139 0.966216 0.2 0.1 -0.2
O 6.580446 9.087577 -3.368988 -0.4 0.1 0.0
C 6.051977 8.252825 -2.649849 0.6 -0.2 0.5
C 6.751757 7.635228 -1.520154 -0.1 0.1 -0.2
C 6.144484 6.714490 -0.766800 0.9 -0.2 0.8
O 6.780641 6.132073 0.288251 -1.2 0.2 -0.8
C 4.746518 6.281506 -1.045351 -0.7 -0.2 -0.2
O 4.231561 5.425616 -0.346608 0.2 0.5 -0.2
C 4.038398 6.916986 -2.161860 0.0 -0.2 0.3
C 4.643400 7.839434 -2.912666 -1.1 0.2 -0.9
O 3.997641 8.441044 -3.951600 1.1 -0.2 0.8
H 7.773141 7.959420 -1.330007 -0.7 -0.4 -0.1
H 6.134041 5.502231 0.667023 0.2 -0.1 -0.1
H 3.017776 6.606414 -2.342590 0.0 0.0 0.0
H 4.645962 9.064157 -4.334511 -0.1 -0.1 0.0
O -12.658254 -7.253800 2.011538 -0.1 0.4 0.0
C -12.884390 -6.523845 2.962050 0.3 -0.7 0.3
C -12.614645 -6.928752 4.345481 0.0 -0.1 -0.4
C -12.891453 -6.107276 5.360577 0.4 -0.9 1.0
O -12.643785 -6.469057 6.650122 -0.4 0.9 -1.0
C -13.483630 -4.759070 5.129295 -0.3 0.7 -0.2
O -13.740488 -4.042439 6.081468 0.2 -0.4 0.0
C -13.731136 -4.344580 3.744403 0.0 0.1 0.4
C -13.451178 -5.164613 2.729192 -0.4 0.9 -1.0
O -13.673407 -4.792314 1.437517 0.4 -0.9 1.0
H -12.186938 -7.910359 4.499676 0.0 0.0 0.0
H -12.930405 -5.708130 7.192922 0.0 -0.1 0.0
H -14.144614 -3.356899 3.589274 0.0 0.0 0.0
H -13.392736 -5.555527 0.895193 -0.1 0.1 0.0
O 9.241848 8.850384 -1.406779 0.8 0.9 0.0
C 9.879413 9.851032 -1.118539 0.6 -0.5 0.1
C 11.282381 9.792387 -0.697164 -0.4 -0.2 -0.1
C 11.942213 10.906493 -0.372840 1.3 -0.6 0.3
O 13.246095 10.866855 0.017825 -1.2 0.6 -0.3
C 11.282792 12.242315 -0.422829 -0.5 0.7 -0.1
O 11.911198 13.236639 -0.101811 0.2 -0.5 0.0
C 9.887076 12.304316 -0.867425 0.4 0.1 0.1
C 9.227375 11.190796 -1.195575 -1.4 0.6 -0.4
O 7.931754 11.235628 -1.613410 1.3 -0.7 0.5
H 11.748573 8.816825 -0.662652 0.0 0.0 0.0
H 13.491643 11.796004 0.197386 0.0 -0.1 0.0
H 9.425974 13.281740 -0.916525 0.0 0.0 0.0
H 7.680474 10.306794 -1.790672 -0.1 0.2 -0.3